[1]
Computed, not measured: C4H9N2P in the gas phase, with the ωB97M-V functional and the def2-TZVPD basis.

Computed properties:
Frontier orbital gap (eV): 9.0232
SMILES: C=N/N=C\P(C)C
Relative energy (zero: lowest compared OMol25 entry of this formula, charge and spin) (kcal/mol): 59.2
Total energy (Eh): -608.5805

Last column: natural (NBO) charge in e.
Positions of all 16 atoms, in Å:
C (-2.33006, -0.94750, 1.67982)  -0.13
N (-2.40366, 0.23942, 1.23840)  -0.22
N (-2.57484, 0.60516, 0.02639)  -0.22
C (-1.66840, 0.42064, -0.86454)  -0.24
P (-0.00073, -0.24225, -0.31238)  0.69
C (0.95562, 0.23102, -1.88137)  -0.91
C (0.40509, 1.07782, 0.92754)  -0.91
H (-2.05179, -1.04640, 2.70314)  0.19
H (-2.36888, -1.87091, 1.03301)  0.17
H (-1.92087, 0.68209, -1.91310)  0.21
H (2.05874, 0.09655, -1.62169)  0.23
H (0.81391, -0.56684, -2.58155)  0.24
H (0.73522, 1.25077, -2.15468)  0.22
H (-0.21555, 1.00116, 1.76836)  0.25
H (1.46051, 0.91011, 1.21167)  0.23
H (0.28338, 2.01873, 0.43928)  0.22

Cartesian forces (eV/Å) of the 2 atoms listed first:
C 0.10 -0.59 -1.54
N 0.76 -0.13 2.87

[2]
Computed, not measured: a molecular structure, C4H9N2S, with the ωB97M-V functional and the def2-TZVPD basis.

Computed properties:
Net charge: +1
Frontier orbital gap (eV): 7.9468
Relative energy (zero: lowest compared OMol25 entry of this formula, charge and spin) (kcal/mol): 69.3
Total energy (Eh): -665.1819

Last column: natural (NBO) charge in e.
Positions of all 16 atoms, in Å:
C (2.53018, 1.15495, 0.39356)  0.06
C (-0.50593, -0.31109, -1.06166)  -0.23
C (0.94367, -0.46705, -0.46517)  -0.28
C (-2.14924, 0.21905, 0.74255)  -0.43
N (-1.19993, 0.63874, -0.25609)  -0.47
N (1.39891, 0.77818, 0.02479)  -0.37
S (-0.53371, 2.09048, -0.24348)  0.63
H (2.66119, 2.17389, 0.73066)  0.21
H (3.40448, 0.50548, 0.40350)  0.20
H (-0.41033, 0.08588, -2.07443)  0.25
H (-1.01308, -1.27499, -1.09157)  0.24
H (0.92254, -1.19836, 0.34929)  0.24
H (1.59231, -0.85514, -1.25670)  0.25
H (-3.16405, 0.26088, 0.33709)  0.24
H (-1.96092, -0.80554, 1.06084)  0.22
H (-2.09839, 0.89022, 1.59840)  0.24

Cartesian forces (eV/Å) of the 2 atoms listed first:
C 0.65 -0.05 0.17
C 0.27 -0.24 -0.70

[3]
Computed, not measured: 2 unconnected molecules or ions with the total composition C4H9N2S, with the ωB97M-V functional and the def2-TZVPD basis.

Computed properties:
Net charge: +1
Frontier orbital gap (eV): 7.7724
Relative energy (zero: lowest compared OMol25 entry of this formula, charge and spin) (kcal/mol): 88.8
Total energy (Eh): -665.1508

Last column: natural (NBO) charge in e.
Positions of all 16 atoms, in Å:
C (-1.60276, -1.43354, -2.46940)  -0.46
C (-0.52697, -0.86161, -0.31071)  0.73
C (1.32388, -0.96288, 1.13586)  -0.42
C (0.66426, 3.25678, 1.48389)  -0.47
N (-1.07316, -0.88254, -1.34072)  -0.22
N (0.08048, -0.29861, 0.68413)  -0.56
S (0.23279, 2.50218, 0.16410)  0.06
H (-0.78494, -2.03706, -2.91433)  0.26
H (-1.93601, -0.82038, -3.23348)  0.26
H (1.09630, -1.61881, 1.99066)  0.23
H (2.01852, -0.18895, 1.48046)  0.24
H (1.78020, -1.61894, 0.28588)  0.24
H (-2.47431, -2.07043, -2.24095)  0.25
H (1.70497, 3.12277, 1.76521)  0.20
H (0.00935, 3.92768, 2.05476)  0.22
H (-0.51258, -0.01565, 1.46463)  0.45

Cartesian forces (eV/Å) of the 2 atoms listed first:
C -0.48 -3.64 -1.07
C -1.25 2.01 -1.64

[4]
Computed, not measured: C4H9N3 in the gas phase, with the ωB97M-V functional and the def2-TZVPD basis.

Computed properties:
Frontier orbital gap (eV): 9.6317
SMILES: C=NC/C(N)=N/C
Relative energy (zero: lowest compared OMol25 entry of this formula, charge and spin) (kcal/mol): 52.0
Total energy (Eh): -322.0075

Last column: natural (NBO) charge in e.
Positions of all 16 atoms, in Å:
C (-0.02664, 2.40335, -0.64558)  -0.05
N (-0.99259, 1.64016, -0.89789)  -0.37
C (-1.53246, 0.54483, 0.17983)  -0.30
C (-0.44438, -0.46365, 0.26046)  0.42
N (-0.60932, -1.50110, 1.14586)  -0.83
N (0.55873, -0.27202, -0.50605)  -0.51
C (1.73048, -1.10824, -0.45992)  -0.45
H (0.76755, 2.18453, 0.06889)  0.15
H (0.07052, 3.28756, -1.26790)  0.17
H (-2.47468, 0.10662, -0.16265)  0.22
H (-1.62122, 1.10888, 1.10842)  0.21
H (-0.06864, -2.33820, 0.99904)  0.39
H (-1.51357, -1.63111, 1.56578)  0.39
H (2.47192, -0.66524, -1.12627)  0.21
H (2.16388, -1.16860, 0.54499)  0.18
H (1.52042, -2.12777, -0.80701)  0.18

Cartesian forces (eV/Å) of the 2 atoms listed first:
C -0.08 -0.75 0.08
N -3.14 -0.48 1.52

[5]
Computed, not measured: a molecular structure, C4H9N3, with the ωB97M-V functional and the def2-TZVPD basis.

Computed properties:
Frontier orbital gap (spin up / spin down) (eV): 8.6086 / 7.3770
Relative energy (zero: lowest compared OMol25 entry of this formula, charge and spin) (kcal/mol): 140.3
Total energy (Eh): -321.8668

Last column: natural (NBO) charge in e.
Positions of all 16 atoms, in Å:
C (-0.54736, -0.56622, -0.63985)  -0.27
C (-1.79949, -0.90975, 0.13481)  -0.66
N (0.91460, -1.56899, 0.08157)  -0.03
N (1.97911, -1.51412, -0.45595)  -0.38
H (2.19892, -2.24083, -1.16508)  0.33
H (-0.55471, 0.42102, -1.10292)  0.18
H (-0.48171, -1.20105, -1.52522)  0.18
H (-1.72983, -1.90682, 0.56733)  0.23
H (-2.67341, -0.91751, -0.52366)  0.22
H (-2.00504, -0.18173, 0.91985)  0.21
C (0.63177, 2.13732, 0.34748)  -0.71
C (0.83921, 0.90235, 1.10848)  0.27
N (1.47081, 0.24591, 1.84928)  -0.30
H (0.90472, 1.93778, -0.69263)  0.25
H (1.27286, 2.94202, 0.70609)  0.25
H (-0.42045, 2.42063, 0.39043)  0.24

Cartesian forces (eV/Å) of the 2 atoms listed first:
C -1.41 -0.84 -1.58
C 0.41 0.25 0.24

[6]
Computed, not measured: 2 unconnected molecules or ions with the total composition C4H9N3, with the ωB97M-V functional and the def2-TZVPD basis.

Computed properties:
Frontier orbital gap (eV): 7.7408
Relative energy (zero: lowest compared OMol25 entry of this formula, charge and spin) (kcal/mol): 131.5
Total energy (Eh): -321.8807

Last column: natural (NBO) charge in e.
Positions of all 16 atoms, in Å:
C (1.12101, -0.76927, -0.44781)  -0.93
N (-0.86304, 0.69990, 0.17131)  -0.57
C (-0.10114, 0.08257, 1.25437)  0.59
C (-0.44533, 0.52852, -1.03716)  0.56
N (-0.88008, -0.91884, 1.85493)  -0.84
C (-0.60318, 0.84409, -2.30154)  -0.74
N (0.69991, 0.77571, 1.99472)  -0.72
H (-1.76043, 1.14365, 0.38431)  0.41
H (-0.95779, -1.74642, 1.27833)  0.38
H (-0.47618, -1.13700, 2.75835)  0.39
H (1.11817, 1.53191, 1.45983)  0.34
H (1.47625, -1.44043, 0.33473)  0.20
H (0.97581, -1.42186, -1.31380)  0.19
H (1.90390, -0.04376, -0.66970)  0.20
H (-1.17819, 0.22058, -2.97474)  0.26
H (-0.02971, 1.65066, -2.74613)  0.26

Cartesian forces (eV/Å) of the 2 atoms listed first:
C -0.05 -0.24 -1.05
N 0.24 -0.32 -1.35

[7]
Computed, not measured: a molecular structure, C4H9N3, with the ωB97M-V functional and the def2-TZVPD basis.

Computed properties:
Frontier orbital gap (spin up / spin down) (eV): 7.4275 / 7.4264
Relative energy (zero: lowest compared OMol25 entry of this formula, charge and spin) (kcal/mol): 148.6
Total energy (Eh): -321.8536

Last column: natural (NBO) charge in e.
Positions of all 16 atoms, in Å:
C (-0.36513, -1.82206, 0.16929)  -0.42
N (-0.75322, -0.47556, -0.22264)  -0.27
C (0.22146, 0.54766, -0.11251)  0.03
N (-2.04998, -0.14769, 0.25436)  -0.65
C (1.60000, 0.14118, -0.19000)  0.22
C (-0.13415, 1.89762, -0.22303)  -0.70
N (2.83120, 0.26524, -0.11145)  -0.58
H (-2.55184, 0.31707, -0.49393)  0.36
H (-1.97013, 0.53025, 1.01399)  0.35
H (3.31714, -0.05405, -0.95352)  0.37
H (1.01270, 0.49808, 0.98759)  0.26
H (-1.17932, -2.49696, -0.08159)  0.23
H (0.52750, -2.12147, -0.38069)  0.21
H (-0.16336, -1.90311, 1.24767)  0.18
H (0.60267, 2.65874, -0.01914)  0.21
H (-0.94555, 2.16506, -0.88441)  0.21

Cartesian forces (eV/Å) of the 2 atoms listed first:
C 0.04 0.13 0.02
N 0.02 0.18 0.09

[8]
Computed, not measured: C4H9N3 in the gas phase, with the ωB97M-V functional and the def2-TZVPD basis.

Computed properties:
Frontier orbital gap (eV): 9.5419
SMILES: C=C(N)/C(N)=N/C
Relative energy (zero: lowest compared OMol25 entry of this formula, charge and spin) (kcal/mol): 19.8
Total energy (Eh): -322.0588

Last column: natural (NBO) charge in e.
Positions of all 16 atoms, in Å:
C (2.41361, -0.35619, -0.03816)  -0.46
C (1.14356, -0.70757, -0.27955)  0.13
N (0.78214, -1.95327, -0.77334)  -0.82
C (-0.01092, 0.25099, 0.02377)  0.40
N (0.21751, 1.58601, 0.24749)  -0.82
N (-1.17852, -0.31784, 0.03688)  -0.52
C (-2.36180, 0.45719, 0.36149)  -0.45
H (3.21948, -1.04887, -0.25523)  0.21
H (2.68888, 0.60130, 0.38361)  0.20
H (-0.24135, -1.92883, -0.88147)  0.40
H (0.96325, -2.65279, -0.05574)  0.37
H (-0.58699, 2.18511, 0.12591)  0.39
H (1.03021, 1.95752, -0.23151)  0.39
H (-2.46291, 1.35003, -0.26255)  0.17
H (-2.36858, 0.73675, 1.41980)  0.20
H (-3.24763, -0.15955, 0.17855)  0.21

Cartesian forces (eV/Å) of the 2 atoms listed first:
C -0.19 -0.08 -0.13
C 0.41 1.68 0.57

[9]
Computed, not measured: a molecular structure, C4H9N3, with the ωB97M-V functional and the def2-TZVPD basis.

Computed properties:
Frontier orbital gap (eV): 9.1080
Relative energy (zero: lowest compared OMol25 entry of this formula, charge and spin) (kcal/mol): 108.2
Total energy (Eh): -321.9179

Last column: natural (NBO) charge in e.
Positions of all 16 atoms, in Å:
C (1.21791, -0.10521, -0.00023)  0.55
C (-1.13032, -1.18650, -0.00622)  -0.22
C (-2.23515, -0.01811, -0.00393)  -0.41
C (-1.13221, 1.03909, 0.17491)  -0.23
H (0.73641, 1.87256, -0.37902)  0.37
H (1.91279, 1.64206, 0.98285)  0.35
H (3.03216, -1.19654, -0.14135)  0.38
H (-0.91562, -2.09167, 0.76408)  0.23
H (-1.29002, -1.67233, -1.02527)  0.19
H (-2.60845, 0.16077, -1.06688)  0.22
H (-2.86812, 0.08280, 0.81588)  0.22
H (-1.08770, 1.84163, -0.55014)  0.20
H (-0.78518, 1.18688, 1.29030)  0.19
N (1.63798, 1.18210, -0.22092)  -0.80
N (1.91966, -1.15117, 0.12032)  -0.77
N (-0.19301, -0.05975, -0.13906)  -0.45

Cartesian forces (eV/Å) of the 2 atoms listed first:
C -1.79 -0.11 -0.99
C -0.64 -0.54 -1.55

[10]
Computed, not measured: 2 unconnected molecules or ions with the total composition C4H9N3, with the ωB97M-V functional and the def2-TZVPD basis.

Computed properties:
Frontier orbital gap (eV): 10.7108
SMILES: [H]/N=C(\C#N)CC.N
Relative energy (zero: lowest compared OMol25 entry of this formula, charge and spin) (kcal/mol): 42.9
Total energy (Eh): -322.0220

Last column: natural (NBO) charge in e.
Positions of all 16 atoms, in Å:
H (-3.27757, -1.72655, -0.50221)  0.36
N (-2.78428, -0.83064, -0.62217)  -0.56
C (-1.65417, -0.68747, -0.08026)  0.22
C (-0.97251, -1.79130, 0.64430)  0.21
N (-0.48991, -2.67073, 1.21272)  -0.30
C (-0.85213, 0.54888, -0.32887)  -0.48
C (-0.62340, 1.35273, 1.00685)  -0.57
H (0.07607, 0.33924, -0.77720)  0.27
H (-1.45718, 0.92057, -1.19692)  0.23
H (-0.02079, 2.09692, 0.73503)  0.21
H (-0.19400, 0.57470, 1.80691)  0.20
H (-1.52229, 1.66878, 1.31564)  0.20
N (2.06106, -0.79006, -0.82585)  -1.09
H (2.43066, -0.53298, 0.10079)  0.36
H (2.77193, -0.77296, -1.50562)  0.36
H (1.71393, -1.73524, -0.70765)  0.37

Cartesian forces (eV/Å) of the 2 atoms listed first:
H 0.63 0.33 0.30
N -0.74 -0.19 -0.06